Record 1
A single C5H6BrCl molecule at a distorted geometry. Source: the OMol25 dataset; level of theory: ωB97M-V with the def2-TZVPD basis set.

Summary:
**SMILES**: ClC[C@]12C[C@]1(Br)C2
**Strongest force on any atom**: 4.81 eV/Å
**Orbital gap**: 9.896 eV
**HOMO level**: -9.23 eV
**Energy relative to the best compared isomer or geometry (same formula, charge and spin)**: 1.486 eV
**LUMO level**: 0.02466 Ha

Geometry as ORCA input:
```
! wB97M-V def2-TZVPD RIJCOSX def2/J DEFGRID3
* xyz 0 1
Cl 2.578 1.200 0.154
C 1.632 -0.091 -0.299
C 0.140 0.135 -0.036
C -0.534 0.260 1.256
C -1.193 -0.512 0.160
Br -1.544 -2.440 0.079
C -1.042 0.504 -0.888
H 1.850 -0.334 -1.407
H 1.860 -0.966 0.318
H -0.227 -0.317 2.117
H -0.881 1.174 1.388
H -1.822 1.345 -0.963
H -0.817 0.041 -1.878
*
```



Record 2
A single C5H11NO2 molecule at a distorted geometry. Source: the OMol25 dataset; level of theory: ωB97M-V with the def2-TZVPD basis set.

Summary:
**SMILES**: C[C@]1(O)[C@@H](N)[C@@]1(C)O
**Strongest force on any atom**: 1.57 eV/Å
**Orbital gap**: 9.451 eV
**HOMO level**: -8.81 eV
**Energy relative to the best compared isomer or geometry (same formula, charge and spin)**: 1.874 eV
**LUMO level**: 0.02349 Ha

Geometry as ORCA input:
```
! wB97M-V def2-TZVPD RIJCOSX def2/J DEFGRID3
* xyz 0 1
C 1.828 0.784 -0.221
C 0.712 -0.160 0.179
O 1.081 -1.110 1.168
C -0.241 -0.715 -0.855
N -0.661 -2.084 -0.860
C -0.738 0.215 0.227
C -1.286 1.584 -0.118
O -1.523 -0.339 1.240
H 2.135 1.452 0.613
H 2.689 0.144 -0.500
H 1.525 1.403 -1.060
H 1.407 -0.615 1.922
H -0.126 -0.312 -1.888
H -1.497 -2.172 -0.280
H 0.063 -2.712 -0.502
H -2.344 1.442 -0.500
H -1.282 2.284 0.720
H -0.704 1.996 -0.977
H -1.037 -1.085 1.692
*
```



Record 3
A molecular structure, C2H4N4 at a distorted geometry. Source: the OMol25 dataset; level of theory: ωB97M-V with the def2-TZVPD basis set.

Summary:
**Strongest force on any atom**: 3.73 eV/Å
**Orbital gap (spin up / spin down)**: 8.807 / 8.766 eV
**HOMO level (spin up / spin down)**: -8.92 / -9.43 eV
**Energy relative to the best compared isomer or geometry (same formula, charge and spin)**: 9.725 eV
**LUMO level (spin up / spin down)**: -0.00406 / -0.02447 Ha

Geometry as ORCA input:
```
! wB97M-V def2-TZVPD RIJCOSX def2/J DEFGRID3
* xyz 0 1
C 1.461 -0.966 0.145
C -1.032 -0.151 0.301
N 1.802 0.279 0.190
N 0.169 -0.764 -0.454
N 0.596 0.654 -0.362
N -0.454 1.149 0.237
H 2.191 -1.762 0.179
H -1.806 -0.207 -0.479
H -1.407 -0.467 1.331
H -1.519 2.236 -1.088
*
```



Record 4
2 unconnected molecules or ions with the total composition CH5FN2P at a distorted geometry. Source: the OMol25 dataset; level of theory: ωB97M-V with the def2-TZVPD basis set.

Summary:
**Strongest force on any atom**: 4.92 eV/Å
**Orbital gap**: 9.819 eV
**HOMO level**: -14.84 eV
**Energy relative to the best compared isomer or geometry (same formula, charge and spin)**: 1.278 eV
**LUMO level**: -0.18467 Ha

Geometry as ORCA input:
```
! wB97M-V def2-TZVPD RIJCOSX def2/J DEFGRID3
* xyz 1 1
C -0.357 -0.131 0.174
N -0.730 0.529 -0.829
N -1.037 -0.978 0.868
F 2.309 0.367 -1.111
P 2.097 0.054 0.438
H -1.498 0.240 -1.329
H -0.173 1.264 -1.237
H -2.050 -1.134 0.872
H -0.370 -1.562 1.349
H 1.810 1.352 0.805
*
```



Record 5
A molecular structure, C21H62LiN12O19 at a distorted geometry. Source: the OMol25 dataset; level of theory: ωB97M-V with the def2-TZVPD basis set.

Summary:
**Strongest force on any atom**: 6.87 eV/Å
**Orbital gap (spin up / spin down)**: 6.274 / 4.151 eV
**HOMO level (spin up / spin down)**: -9.34 / -9.34 eV
**LUMO level (spin up / spin down)**: -0.11262 / -0.19061 Ha
**Expectation value of S²**: 0.789

Geometry as ORCA input:
```
! wB97M-V def2-TZVPD RIJCOSX def2/J DEFGRID3
* xyz 0 2
Li -3.459 -1.088 1.561
C -0.590 0.681 -0.901
C -1.504 0.080 0.065
C -0.811 -0.409 1.426
O -1.532 -1.001 2.276
C 0.542 -0.124 1.709
C 1.285 0.510 0.749
C 0.729 0.871 -0.606
O 1.438 1.387 -1.584
O 2.456 0.852 1.090
O -2.730 0.092 0.014
H -0.916 0.976 -1.888
H 0.920 -0.425 2.675
O 5.124 2.037 2.200
H 4.418 1.642 1.689
H 5.512 1.305 2.679
O 0.819 -0.724 -3.956
H 0.763 -0.604 -3.008
H 1.231 -1.581 -4.065
O -3.434 -2.839 0.603
H -3.290 -3.785 0.613
H -3.464 -2.610 -0.325
O -3.875 -1.612 3.569
H -4.572 -1.968 4.120
H -3.072 -1.771 4.064
O -5.267 -0.562 0.625
H -6.205 -0.372 0.626
H -4.930 -0.103 -0.144
O -0.880 -3.577 -0.974
H -0.205 -3.436 -1.638
H -1.336 -2.738 -0.914
C -1.499 -0.537 5.742
O -0.964 -0.403 6.819
N -2.368 0.319 5.286
N -1.160 -1.456 4.840
H -2.778 1.101 5.777
H -2.778 0.008 4.417
H -1.279 -1.250 3.859
H -0.499 -2.180 5.084
C -4.948 2.595 -1.630
O -5.780 1.736 -1.657
N -3.794 2.450 -1.121
N -5.102 3.814 -2.114
H -3.575 1.690 -0.494
H -3.309 3.334 -1.056
H -6.005 4.049 -2.500
H -4.464 4.565 -1.893
C 2.022 1.998 4.790
O 2.458 2.452 5.860
N 1.991 2.598 3.612
N 1.894 0.722 4.591
H 2.136 1.965 2.838
H 2.201 3.585 3.559
H 1.196 0.409 3.931
H 2.113 0.141 5.388
C 4.334 -2.324 3.078
O 5.039 -3.137 3.628
N 3.477 -1.502 3.562
N 4.442 -2.027 1.794
H 2.906 -0.991 2.904
H 3.111 -1.519 4.503
H 3.923 -1.215 1.490
H 5.382 -2.117 1.436
C 4.927 0.107 -3.035
O 6.134 0.009 -3.357
N 3.997 -0.381 -3.779
N 4.580 0.661 -1.922
H 3.117 0.033 -3.507
H 4.123 -0.923 -4.622
H 5.330 0.982 -1.326
H 3.646 0.868 -1.601
C -3.817 -1.905 -3.088
O -4.206 -2.529 -2.112
N -3.756 -0.620 -3.183
N -3.516 -2.433 -4.222
H -3.954 -0.186 -2.292
H -3.147 -0.246 -3.896
H -3.271 -1.939 -5.068
H -3.410 -3.435 -4.151
C -1.562 1.961 -4.531
C -1.424 1.152 -5.844
C -0.124 1.350 -6.592
O -1.525 -0.202 -5.370
H -1.647 3.032 -4.716
H -0.611 1.951 -3.998
H -2.469 1.691 -3.989
H -2.293 1.413 -6.448
H -0.221 0.740 -7.490
H 0.724 1.016 -5.994
H -0.011 2.404 -6.845
H -0.731 -0.312 -4.842
C 2.546 4.553 0.654
C 2.483 4.810 -0.853
C 3.615 4.254 -1.711
O 1.260 4.382 -1.459
H 2.101 3.586 0.890
H 1.947 5.296 1.181
H 3.592 4.718 0.912
H 2.630 5.889 -0.900
H 4.541 4.240 -1.136
H 3.958 5.001 -2.427
H 3.435 3.273 -2.152
H 1.160 3.445 -1.278
C 0.801 -3.543 2.236
C 0.397 -5.021 2.131
C -0.921 -5.349 2.897
O 0.318 -5.331 0.790
H 0.164 -2.894 1.636
H 1.866 -3.407 2.048
H 0.644 -3.205 3.260
H 1.171 -5.664 2.551
H -0.760 -5.159 3.958
H -1.076 -6.427 2.955
H -1.805 -4.868 2.478
H -0.432 -4.817 0.484
*
```



Record 6
A molecular structure, C42H65N7O2PSiTa at a distorted geometry. Source: the OMol25 dataset; level of theory: ωB97M-V with the def2-TZVPD basis set.

Summary:
**Strongest force on any atom**: 1.02 eV/Å
**Orbital gap**: 6.679 eV
**HOMO level**: -12.43 eV
**LUMO level**: -0.21151 Ha

Geometry as ORCA input:
```
! wB97M-V def2-TZVPD RIJCOSX def2/J DEFGRID3
* xyz 2 1
Ta -0.207 1.210 0.288
C 0.358 3.472 -3.075
C -1.031 2.938 -3.442
C -1.743 2.090 -2.361
N -1.390 2.481 -0.986
C -1.753 3.703 -0.582
C -2.690 4.478 -1.283
C -3.022 5.815 -1.184
C -2.450 6.796 -0.386
C -1.565 6.572 0.645
C -1.101 5.366 1.168
C -1.199 4.059 0.692
N -0.685 2.992 1.362
C -0.255 3.300 2.736
C 0.141 2.083 3.522
C 1.464 1.563 3.019
N 1.533 1.443 1.548
C 2.756 1.518 0.978
C 3.926 1.785 1.709
C 5.264 1.753 1.358
C 5.864 1.308 0.190
C 5.192 0.923 -0.949
C 3.835 1.015 -1.240
C 2.732 1.355 -0.459
N 1.482 1.437 -0.951
C 1.265 1.213 -2.386
C 1.466 2.445 -3.258
H 0.370 3.831 -2.044
H 0.573 4.339 -3.700
H -0.962 2.323 -4.344
H -1.662 3.790 -3.698
H -1.516 1.035 -2.469
H -2.823 2.147 -2.511
H -3.235 3.942 -2.048
H -3.795 6.147 -1.868
H -2.745 7.821 -0.574
H -1.217 7.453 1.171
H -0.513 5.489 2.063
H -1.071 3.812 3.250
H 0.602 3.984 2.699
H -0.638 1.334 3.482
H 0.266 2.371 4.567
H 1.706 0.598 3.475
H 2.204 2.282 3.359
H 3.778 2.062 2.739
H 5.942 2.066 2.145
H 6.945 1.268 0.170
H 5.805 0.552 -1.762
H 3.603 0.759 -2.264
H 0.250 0.857 -2.513
H 1.881 0.388 -2.737
H 1.484 2.115 -4.301
H 2.434 2.904 -3.041
O 0.209 -0.749 -0.549
P 0.694 -2.081 -1.081
N -0.571 -3.110 -1.059
C -0.548 -4.443 -1.710
C -1.129 -5.377 -0.656
C -2.155 -4.484 0.041
C -1.430 -3.145 0.152
N 1.973 -2.533 -0.176
C 2.487 -3.920 -0.205
C 3.598 -3.882 0.833
C 2.966 -3.027 1.933
C 2.255 -1.919 1.153
N 1.195 -2.067 -2.627
C 2.538 -2.373 -3.146
C 2.543 -1.685 -4.506
C 1.110 -1.893 -5.007
C 0.238 -1.867 -3.739
H 0.454 -4.722 -2.035
H -1.195 -4.432 -2.591
H -0.357 -5.686 0.054
H -1.566 -6.271 -1.097
H -2.464 -4.865 1.013
H -3.043 -4.385 -0.589
H -0.822 -3.112 1.063
H -2.091 -2.284 0.173
H 2.832 -4.199 -1.200
H 1.716 -4.633 0.106
H 4.477 -3.380 0.422
H 3.888 -4.877 1.165
H 3.694 -2.622 2.633
H 2.246 -3.626 2.495
H 2.921 -1.062 1.021
H 1.346 -1.569 1.643
H 2.675 -3.449 -3.283
H 3.307 -2.009 -2.465
H 3.285 -2.121 -5.172
H 2.766 -0.621 -4.400
H 1.028 -2.863 -5.498
H 0.802 -1.132 -5.721
H -0.525 -2.644 -3.761
H -0.275 -0.910 -3.619
C -4.472 -0.857 -0.659
C -3.493 0.130 -0.101
C -3.969 1.093 0.939
O -2.332 0.119 -0.493
H -5.287 -1.047 0.038
H -3.969 -1.783 -0.930
H -4.905 -0.432 -1.570
H -5.010 1.373 0.777
H -3.328 1.971 0.990
H -3.906 0.577 1.903
C -3.638 -2.824 3.400
Si -2.343 -1.672 4.049
C -1.013 -2.579 4.961
C -3.076 -0.324 5.090
C -1.539 -0.773 2.636
C -1.004 -0.066 1.797
H -4.076 -3.385 4.229
H -3.215 -3.547 2.698
H -4.450 -2.293 2.896
H -1.432 -3.080 5.838
H -0.234 -1.894 5.304
H -0.547 -3.342 4.332
H -3.610 -0.743 5.948
H -3.784 0.288 4.526
H -2.293 0.334 5.477
*
```